The following is a DFT calculation (ωB97M-V with the def2-TZVPD basis set) of C20H25AsCoNO6S2 as an isolated structure.

CARTESIAN COORDINATES (ANGSTROEM)
Co  -1.117  1.663  -0.852
O  -0.256  5.573  -0.560
C  -0.285  4.398  -0.266
O  -1.032  3.509  -0.839
C  0.520  3.915  0.930
C  0.663  4.806  1.985
C  1.349  4.448  3.136
C  1.942  3.193  3.233
C  1.871  2.320  2.171
C  1.146  2.655  1.016
S  1.172  1.510  -0.289
H  0.215  5.784  1.880
H  1.431  5.154  3.952
H  2.472  2.907  4.132
H  2.356  1.353  2.215
C  3.325  -1.339  -1.721
C  2.340  -1.767  -0.668
C  1.629  -2.958  -0.789
C  0.738  -3.359  0.194
C  0.564  -2.557  1.310
C  1.256  -1.366  1.454
C  2.136  -0.973  0.460
S  -0.551  -3.080  2.585
O  -0.582  -4.515  2.606
O  -0.250  -2.337  3.774
N  -2.022  -2.594  1.970
C  -2.616  -1.356  2.483
C  -3.453  -0.697  1.392
C  -2.610  0.197  0.511
O  -2.926  0.386  -0.696
O  -1.577  0.750  0.985
H  3.420  -2.091  -2.502
H  4.307  -1.176  -1.276
H  3.012  -0.400  -2.183
H  1.781  -3.579  -1.664
H  0.187  -4.287  0.116
H  1.095  -0.771  2.345
H  2.678  -0.039  0.553
H  -2.647  -3.393  1.964
H  -1.798  -0.688  2.737
H  -3.200  -1.523  3.391
H  -4.234  -0.074  1.833
H  -3.941  -1.436  0.757
C  -2.240  -0.189  -4.048
As  -0.818  0.229  -2.778
C  0.721  0.382  -3.976
C  -0.468  -1.524  -2.000
H  -2.007  -1.094  -4.606
H  -2.360  0.645  -4.737
H  -3.166  -0.323  -3.493
H  0.872  -0.546  -4.526
H  1.613  0.607  -3.393
H  0.557  1.197  -4.679
H  -0.294  -2.261  -2.783
H  -1.323  -1.824  -1.396
H  0.408  -1.464  -1.352

Cartesian forces, eV/Å:
Co -0.690 -0.360 0.383
O 0.087 -0.069 -0.004
C -0.126 0.073 0.170
O -0.067 0.564 -0.184
C -0.039 -0.137 -0.130
C 0.034 -0.043 0.084
C -0.037 0.000 -0.080
C 0.031 0.016 0.126
C -0.002 -0.008 -0.133
C 0.173 0.100 0.087
S -0.401 1.051 -0.345
H 0.020 0.003 -0.008
H -0.011 -0.022 0.018
H 0.009 0.010 -0.014
H 0.059 0.058 0.090
C -0.126 -0.038 0.109
C 0.569 -0.288 0.227
C 0.609 -0.439 0.477
C 0.184 -0.186 0.067
C 0.011 -0.022 0.173
C -0.206 -0.054 0.122
C 0.430 -0.437 0.159
S -0.390 0.081 -0.222
O -0.036 0.091 -0.159
O 0.052 0.067 -0.111
N 0.280 -0.308 0.386
C -0.044 0.154 -0.076
C 0.139 0.065 0.049
C 0.080 -0.043 -0.223
O 0.019 0.120 0.066
O 0.130 0.036 -0.012
H 0.012 0.009 -0.025
H 0.016 0.028 -0.051
H 0.070 0.008 0.022
H -0.020 -0.002 0.007
H 0.045 -0.011 -0.042
H 0.039 0.036 -0.027
H 0.237 -0.578 0.161
H 0.074 0.022 -0.029
H -0.069 0.041 0.116
H 0.015 -0.129 -0.060
H 0.017 0.027 -0.007
H -0.085 0.019 0.027
C 0.016 0.226 0.190
As 0.234 -0.748 -0.770
C -0.122 0.076 0.102
C -0.364 0.555 -0.150
H 0.078 -0.010 0.024
H -0.009 -0.007 -0.015
H 0.018 -0.012 0.022
H -0.015 -0.023 0.001
H -0.056 0.014 -0.041
H -0.010 0.008 0.008
H 0.038 -0.003 -0.024
H -0.055 0.020 -0.007
H -0.846 0.402 -0.525

Results
LUMO (spin up / spin down)	0.40 / -2.83	eV
spin multiplicity	5
frontier orbital gap (spin up / spin down)	9.13 / 6.44	eV
DFT total energy	-5698.23561	a.u.
total charge	0
expectation value of S²	6.03
strongest force on any atom	0.023	hartree/bohr

Results of the natural (NBO) charge analysis, in e, for atoms 1 through 8: number 1, Co, carries 1.345; number 2, O, carries -0.601; number 3, C, carries 0.771; number 4, O, carries -0.854; number 5, C, carries -0.161; number 6, C, carries -0.167; number 7, C, carries -0.174; number 8, C, carries -0.209



The following is a DFT calculation (ωB97M-V with the def2-TZVPD basis set) of C20H25Cl2FeP as an isolated structure.

CARTESIAN COORDINATES (ANGSTROEM)
Fe  -1.783  -1.956  1.840
Cl  0.187  -2.783  1.430
Cl  -2.996  -1.961  0.023
C  -0.062  1.223  -0.335
H  0.150  0.160  -0.046
H  -0.421  1.259  -1.375
C  2.231  1.530  0.756
C  1.171  2.068  -0.228
H  2.280  1.975  1.752
C  1.840  2.168  -1.616
H  0.983  3.090  0.137
C  2.310  0.770  -2.041
H  1.114  2.558  -2.330
H  2.664  2.877  -1.541
C  3.443  0.326  -1.150
H  1.468  0.066  -1.978
H  2.630  0.786  -3.086
C  3.047  0.391  0.353
H  3.776  -0.686  -1.400
H  4.276  1.020  -1.301
H  2.471  -0.535  0.602
H  3.967  0.350  0.966
C  -3.207  1.487  0.039
P  -1.560  1.585  0.698
C  -1.352  3.331  1.063
C  -1.137  3.777  2.375
C  -0.744  5.107  2.560
C  -0.609  5.967  1.461
C  -0.933  5.532  0.172
C  -1.345  4.221  -0.033
C  -1.612  0.574  2.223
C  -0.374  0.355  2.851
C  -0.282  -0.449  3.985
C  -1.415  -1.052  4.520
C  -2.650  -0.992  3.850
C  -2.769  -0.144  2.712
H  -3.287  2.098  -0.865
H  -3.930  1.867  0.783
H  -3.423  0.433  -0.193
H  -1.271  3.091  3.220
H  -0.537  5.456  3.575
H  -0.263  6.986  1.623
H  -0.867  6.209  -0.681
H  -1.650  3.870  -1.034
H  0.514  0.850  2.448
H  0.695  -0.536  4.471
H  -1.353  -1.533  5.497
H  -3.555  -1.458  4.265
H  -3.751  -0.016  2.247

Cartesian forces, eV/Å:
Fe -0.385 1.221 1.333
Cl 1.323 -0.607 -0.147
Cl -1.271 -0.055 -1.571
C -1.255 -1.323 0.035
H -0.298 0.686 -0.461
H -0.048 -0.295 0.191
C -1.052 1.201 -0.632
C 2.010 0.914 1.022
H 0.090 -0.271 -0.315
C -0.476 -0.461 0.280
H -0.342 -0.267 -0.299
C -0.181 0.353 -0.341
H -0.047 0.121 -0.114
H 0.216 -0.027 -0.181
C 0.010 0.171 0.712
H 0.184 0.113 -0.049
H 0.021 -0.042 -0.010
C 0.616 -1.308 0.202
H 0.025 0.130 0.072
H 0.123 -0.109 -0.074
H 0.288 0.205 -0.118
H -0.367 -0.128 -0.170
C -0.655 -0.050 -0.891
P -0.269 -2.208 3.604
C -0.200 0.695 -0.122
C 0.188 0.301 -0.574
C -0.134 -0.034 -0.147
C -0.021 -0.238 0.269
C -0.161 0.106 -0.033
C 0.154 -0.162 0.514
C -0.457 1.445 -2.556
C 1.301 -0.222 0.834
C 0.544 0.970 0.149
C 0.681 -0.411 1.238
C -0.683 0.745 -1.298
C -0.680 -1.027 0.081
H -0.113 -0.077 0.012
H 0.481 -0.126 -0.218
H 0.015 0.227 0.039
H 0.230 0.157 -0.454
H -0.034 0.026 -0.351
H -0.089 -0.165 -0.071
H -0.030 -0.060 0.295
H 0.414 0.188 0.554
H -0.173 -0.310 0.217
H -0.409 -0.105 -0.102
H 0.030 -0.153 -0.337
H 0.518 0.237 -0.214
H 0.369 0.025 0.197

Results
LUMO (spin up / spin down)	2.52 / 2.48	eV
spin multiplicity	6
frontier orbital gap (spin up / spin down)	3.47 / 4.15	eV
DFT total energy	-3302.51616	a.u.
total charge	-1
expectation value of S²	8.95
strongest force on any atom	0.082	hartree/bohr

Results of the natural (NBO) charge analysis, in e, for atoms 1 through 8: number 1, Fe, carries 0.865; number 2, Cl, carries -0.782; number 3, Cl, carries -0.806; number 4, C, carries -0.769; number 5, H, carries 0.301; number 6, H, carries 0.239; number 7, C, carries -0.079; number 8, C, carries -0.298



The following is a DFT calculation (ωB97M-V with the def2-TZVPD basis set) of one molecule with the formula C20H25Cl2N3O4S.

CARTESIAN COORDINATES (ANGSTROEM)
C  -0.473  -4.255  -1.741
C  -0.421  -3.925  -0.254
N  -1.462  -2.990  0.142
C  -1.569  -2.896  1.584
C  -2.728  -1.980  1.964
N  -2.482  -0.654  1.430
C  -3.432  0.336  1.898
C  -2.892  1.755  1.657
N  -1.469  1.789  1.901
C  -0.587  2.066  0.911
O  -0.899  2.590  -0.142
C  0.805  1.683  1.231
C  1.310  0.652  1.984
C  2.711  0.692  1.824
C  2.970  1.749  0.992
C  4.213  2.229  0.374
S  4.323  1.400  -1.283
O  4.523  0.006  -1.024
O  5.305  2.052  -2.098
C  2.670  1.690  -1.985
C  2.329  2.993  -2.331
Cl  3.468  4.258  -2.145
C  1.068  3.302  -2.818
C  0.129  2.297  -2.954
C  0.446  0.995  -2.616
C  1.711  0.693  -2.127
Cl  2.044  -0.932  -1.696
O  1.817  2.341  0.626
C  -2.402  -0.740  -0.017
C  -1.253  -1.662  -0.406
H  0.143  -5.129  -1.941
H  -0.096  -3.433  -2.344
H  -1.496  -4.473  -2.034
H  -0.588  -4.844  0.315
H  0.583  -3.543  0.005
H  -1.751  -3.894  1.989
H  -0.639  -2.501  2.032
H  -2.799  -1.919  3.054
H  -3.667  -2.408  1.574
H  -4.424  0.237  1.425
H  -3.556  0.185  2.974
H  -3.042  2.077  0.624
H  -3.405  2.460  2.318
H  -1.148  1.250  2.689
H  0.755  -0.064  2.555
H  3.432  0.030  2.256
H  5.098  1.913  0.916
H  4.210  3.301  0.202
H  0.830  4.324  -3.063
H  -0.860  2.533  -3.311
H  -0.281  0.206  -2.707
H  -2.213  0.251  -0.430
H  -3.343  -1.131  -0.442
H  -1.209  -1.737  -1.492
H  -0.306  -1.223  -0.045

Cartesian forces, eV/Å:
C 0.087 0.067 0.272
C -0.087 -0.118 -0.162
N 0.027 0.017 0.100
C -0.284 -0.022 0.115
C 0.216 -0.177 0.115
N -0.251 -0.144 0.085
C 0.172 0.063 -0.028
C -0.154 -0.050 -0.121
N -0.070 0.134 0.225
C 0.045 0.210 0.225
O 0.031 0.094 -0.171
C 0.204 -0.770 0.426
C -0.370 0.565 -0.332
C 0.261 0.598 -0.359
C -0.014 -0.768 0.841
C -0.379 -0.192 -0.999
S 0.480 0.021 0.135
O -0.108 -0.049 0.277
O -0.033 0.222 -0.014
C 0.643 -0.013 0.259
C -0.325 -0.155 -0.222
Cl -0.041 0.779 -0.073
C 0.151 -0.086 0.062
C 0.206 -0.026 0.019
C 0.233 -0.021 0.062
C -0.139 0.135 -0.090
Cl -0.382 -0.567 -0.073
O -0.260 0.374 -0.037
C 0.270 -0.026 -0.113
C -0.252 0.135 -0.067
H 0.076 -0.060 -0.090
H 0.028 0.055 -0.136
H -0.103 -0.040 -0.062
H 0.077 0.060 0.021
H -0.032 -0.042 0.080
H 0.049 0.023 0.002
H -0.030 -0.028 0.021
H -0.026 -0.003 -0.036
H 0.016 -0.008 0.050
H 0.028 0.005 0.085
H -0.059 -0.031 -0.035
H -0.028 0.009 0.142
H -0.025 -0.045 -0.154
H 0.155 0.047 -0.106
H -0.209 -0.140 0.074
H 0.211 -0.143 0.030
H 0.078 -0.087 -0.063
H 0.063 0.044 0.027
H 0.005 0.102 -0.018
H -0.116 0.026 -0.026
H -0.067 -0.116 -0.019
H -0.025 0.043 -0.046
H 0.020 0.054 -0.006
H 0.064 0.060 -0.040
H -0.030 -0.017 -0.052

Results
LUMO	0.43	eV
frontier orbital gap	9.18	eV
DFT total energy	-2560.88575	a.u.
total charge	0
SMILES string	CCN1CCN(CCNC(=O)c2ccc(CS(=O)(=O)c3c(Cl)cccc3Cl)o2)CC1
strongest force on any atom	0.022	hartree/bohr

Results of the natural (NBO) charge analysis, in e, for atoms 1 through 8: number 1, C, carries -0.618; number 2, C, carries -0.208; number 3, N, carries -0.445; number 4, C, carries -0.219; number 5, C, carries -0.221; number 6, N, carries -0.459; number 7, C, carries -0.221; number 8, C, carries -0.238



The following is a DFT calculation (ωB97M-V with the def2-TZVPD basis set) of C20H25ClIN3NiO2Si as an isolated structure.

CARTESIAN COORDINATES (ANGSTROEM)
Ni  -0.527  -0.881  0.203
Cl  1.631  -6.958  -2.494
C  1.222  -5.662  -1.404
C  1.384  -5.828  -0.057
C  1.063  -4.807  0.850
I  1.327  -5.117  2.888
C  0.558  -3.570  0.442
O  0.242  -2.605  1.210
C  0.412  -3.418  -0.996
N  -0.065  -2.216  -1.396
C  -0.259  -1.984  -2.673
C  0.020  -2.943  -3.661
C  0.512  -4.162  -3.284
C  0.726  -4.441  -1.916
H  1.767  -6.768  0.317
H  -0.656  -1.010  -2.937
H  -0.157  -2.709  -4.701
H  0.736  -4.922  -4.019
C  -2.884  -3.519  -0.177
C  -3.320  -2.122  0.133
C  -4.644  -1.763  0.298
C  -4.953  -0.436  0.612
C  -3.971  0.515  0.759
C  -2.639  0.104  0.574
N  -2.376  -1.188  0.269
N  -1.468  0.769  0.634
Si  -1.205  2.287  1.423
C  -2.223  3.653  0.636
C  -1.630  2.177  3.239
C  0.599  2.753  1.239
H  -2.527  -3.590  -1.207
H  -3.712  -4.214  -0.052
H  -2.067  -3.813  0.483
H  -5.419  -2.508  0.195
H  -5.990  -0.151  0.746
H  -4.204  1.541  1.002
H  -3.280  3.601  0.902
H  -2.148  3.617  -0.453
H  -1.854  4.627  0.965
H  -2.674  1.888  3.382
H  -1.479  3.137  3.740
H  -1.008  1.430  3.737
H  0.888  2.850  0.186
H  1.257  2.034  1.729
H  0.773  3.727  1.701
C  3.668  -0.027  0.418
C  2.476  -0.832  -0.040
O  1.255  -0.124  0.265
H  4.585  -0.575  0.199
H  3.622  0.153  1.492
H  3.724  0.935  -0.097
H  2.392  -1.770  0.499
H  2.512  -1.039  -1.113
H  1.291  0.781  -0.062

Cartesian forces, eV/Å:
Ni 0.004 0.104 0.235
Cl -0.003 0.001 -0.001
C 0.002 0.003 0.007
C -0.004 0.011 -0.005
C -0.009 -0.017 -0.001
I 0.002 0.000 0.012
C 0.039 0.003 -0.015
O -0.062 -0.003 -0.034
C 0.006 0.017 -0.036
N 0.011 -0.090 -0.057
C 0.003 -0.003 -0.008
C -0.002 0.009 0.011
C -0.003 0.002 -0.004
C 0.005 -0.015 -0.009
H 0.000 0.001 0.002
H 0.002 0.003 -0.007
H -0.001 0.003 0.000
H 0.001 -0.002 0.003
C -0.023 -0.017 -0.006
C 0.012 -0.045 0.039
C -0.036 0.017 0.033
C -0.020 -0.047 -0.019
C 0.022 0.040 0.044
C -0.007 0.021 -0.018
N 0.089 0.009 -0.127
N 0.021 -0.028 -0.012
Si -0.095 -0.011 -0.034
C 0.028 0.017 -0.009
C 0.018 0.019 0.020
C 0.025 -0.024 -0.039
H 0.014 0.010 0.014
H -0.005 0.000 -0.009
H -0.022 0.012 -0.002
H -0.007 0.003 -0.001
H 0.000 -0.004 0.002
H -0.004 -0.004 0.002
H -0.001 -0.010 -0.004
H -0.003 0.005 0.000
H -0.010 0.003 0.002
H 0.002 -0.007 -0.004
H -0.004 -0.009 0.006
H -0.003 -0.002 0.005
H 0.002 0.018 0.013
H 0.012 0.008 0.022
H 0.003 0.009 -0.006
C 0.015 0.001 0.003
C -0.014 0.012 -0.023
O -0.018 -0.031 0.011
H 0.004 0.004 0.002
H -0.001 -0.004 -0.001
H -0.002 -0.001 -0.003
H 0.011 -0.004 0.010
H -0.001 -0.004 0.004
H 0.007 0.017 -0.008

Results
LUMO (spin up / spin down)	0.09 / 0.09	eV
frontier orbital gap (spin up / spin down)	7.27 / 7.28	eV
DFT total energy	-3647.64693	a.u.
total charge	0
strongest force on any atom	0.005	hartree/bohr

Results of the natural (NBO) charge analysis, in e, for atoms 1 through 8: number 1, Ni, carries 1.172; number 2, Cl, carries -0.019; number 3, C, carries -0.083; number 4, C, carries -0.209; number 5, C, carries -0.274; number 6, I, carries 0.143; number 7, C, carries 0.317; number 8, O, carries -0.782



> Which formula does entry 1 have?

C20H25AsCoNO6S2